The following is a DFT calculation (ωB97M-V/def2-TZVPD) of C4H4F2O in the gas phase in a non-equilibrium geometry.

Last column: Mulliken charge in e.
Cartesian coordinates (Å):
F (-0.979, 2.713, -1.602)  -0.226
F (-2.432, -0.643, -0.517)  -0.251
O (1.038, -0.499, 1.043)  -0.493
C (-1.551, 0.248, -0.011)  0.110
C (0.092, -0.542, 0.042)  -0.234
C (-0.056, 1.769, -1.305)  -0.139
C (-0.409, 0.653, -0.769)  -0.099
H (-2.033, 0.717, 0.907)  0.315
H (0.911, 1.956, -1.571)  0.400
H (1.868, -0.093, 0.805)  0.337
H (-0.258, -1.564, -0.421)  0.278

Output
gap between HOMO and LUMO	9.4855	eV
electronic energy	-11691.290	eV
molecular weight	106.07	g mol⁻¹
largest force on an atom	3.794	eV/Å
total charge	0
structure (SMILES)	O[C@@H]1/C(=C/F)[C@H]1F
relative energy (zero: lowest compared OMol25 entry of this formula, charge and spin)	332.52	kJ/mol